The following is a DFT calculation (wB97M-V/def2-TZVPD) of a molecular structure, C2F6NO3S2Tm at a distorted geometry.

```
15
C2F6NO3S2Tm (wB97M-V/def2-TZVPD)
N -0.769 1.022 0.977
S -2.018 0.080 0.406
O 0.079 -3.439 -1.078
C -1.991 0.395 -1.408
F -1.049 1.241 -1.808
F -3.164 0.868 -1.807
F -1.784 -0.783 -1.988
S 0.603 0.358 1.425
O 0.611 -1.145 1.513
O 1.031 1.012 2.657
C 2.044 0.713 0.288
F 2.542 -0.437 -0.150
F 1.650 1.468 -0.719
F 2.990 1.345 0.960
Tm -0.774 -2.696 0.734
```

Properties
net charge	+1
relative energy (zero: lowest compared OMol25 entry of this formula, charge and spin)	8.0	kcal/mol
<S²>	3.76
multiplicity	4
frontier orbital gap (alpha / beta)	7.049 / 6.639	eV

Here are the Mulliken charges for atoms 1 to 8, given in e:
1 N -0.377
2 S -0.173
3 O -0.502
4 C 0.803
5 F -0.183
6 F -0.192
7 F -0.236
8 S 1.272

The following is a DFT calculation (wB97M-V/def2-TZVPD) of a single C6H12BNO3 molecule.

```
23
C6H12BNO3 (wB97M-V/def2-TZVPD)
C 3.264 0.416 0.655
O 1.852 0.411 0.836
B 1.016 0.473 -0.238
O 1.357 1.228 -1.326
C -0.368 -0.300 -0.139
C -0.095 -1.827 -0.175
C -1.161 0.128 1.121
C -2.313 0.960 0.531
N -2.560 0.473 -0.831
C -1.313 -0.002 -1.297
O -1.043 -0.189 -2.461
H 3.533 0.295 -0.394
H 3.677 -0.410 1.233
H 3.689 1.349 1.022
H 1.038 0.880 -2.166
H -0.847 -2.363 0.406
H -0.115 -2.196 -1.199
H 0.874 -2.068 0.262
H -0.600 0.769 1.800
H -1.487 -0.741 1.694
H -3.212 1.006 1.140
H -1.941 1.981 0.416
H -3.245 -0.272 -0.888
```

Properties
net charge	0
relative energy (zero: lowest compared OMol25 entry of this formula, charge and spin)	0.0	kcal/mol
SMILES	COB(O)[C@@]1(C)CCNC1=O
frontier orbital gap	10.445	eV

Here are the Mulliken charges for atoms 1 to 8, given in e:
1 C -0.694
2 O -0.499
3 B 0.643
4 O -0.547
5 C 1.664
6 C -1.716
7 C -0.999
8 C -0.553

The following is a DFT calculation (wB97M-V/def2-TZVPD) of 2 unconnected molecules or ions with the total composition C4H13N3 at a distorted geometry.

```
20
C4H13N3 (wB97M-V/def2-TZVPD)
C -1.632 2.439 -0.158
C 1.090 -2.023 0.637
C 1.572 -0.649 0.408
C 0.711 0.321 -0.504
N -0.923 3.438 0.162
N -0.508 0.305 0.182
N -1.438 -0.643 -0.336
H -2.637 2.532 -0.585
H 0.160 -2.304 1.250
H 0.794 -2.569 -0.264
H 1.782 -2.681 1.115
H 2.408 -0.886 -0.198
H 2.067 -0.308 1.278
H 1.096 1.225 -0.319
H 0.486 -0.116 -1.591
H -1.165 4.445 0.103
H 0.031 3.239 0.332
H -1.193 -0.960 -1.278
H -2.318 -0.130 -0.477
H -1.759 -1.515 0.178
```

Properties
net charge	+2
relative energy (zero: lowest compared OMol25 entry of this formula, charge and spin)	201.7	kcal/mol
frontier orbital gap (alpha / beta)	7.740 / 8.565	eV

Here are the Mulliken charges for atoms 1 to 8, given in e:
1 C 0.119
2 C -1.409
3 C -0.258
4 C -0.452
5 N -0.097
6 N -0.230
7 N -0.279
8 H 0.370

The following is a DFT calculation (wB97M-V/def2-TZVPD) of a single C27H51BO7 molecule at a distorted geometry.

```
86
C27H51BO7 (wB97M-V/def2-TZVPD)
C -2.068 4.972 0.438
C -3.521 4.514 0.601
C -3.986 3.364 -0.325
C -2.867 2.559 -0.999
C -2.504 3.118 -2.387
C -1.022 2.853 -2.725
C -0.750 2.762 -4.231
C -0.712 1.337 -4.820
C -1.547 0.273 -4.088
C -0.724 -0.690 -3.200
C -1.284 -0.874 -1.780
C -0.455 -0.140 -0.686
C 0.145 -1.114 0.326
C 0.547 -0.509 1.682
C -0.440 0.473 2.299
C 0.064 1.815 2.829
B 0.922 2.686 1.819
O 1.245 2.277 0.555
O 1.411 3.908 2.219
C -1.130 -0.412 3.363
O -2.102 -0.130 4.068
O -0.549 -1.655 3.405
C 0.746 -1.551 2.790
C 1.377 -2.883 2.415
C 0.452 -3.931 1.748
C 0.795 -4.248 0.284
C 0.795 -5.719 -0.027
O 1.193 -6.594 0.714
O 0.267 -6.029 -1.270
C 1.259 -6.333 -2.246
C 2.115 -5.147 -2.644
C 1.640 -0.968 3.901
O 2.991 -0.936 3.465
C 3.707 0.224 3.824
C 4.861 0.390 2.846
H -1.725 4.969 -0.590
H -1.387 4.345 1.005
H -1.977 5.991 0.800
H -4.163 5.372 0.425
H -3.663 4.212 1.634
H -4.612 3.762 -1.118
H -4.622 2.706 0.261
H -1.983 2.470 -0.375
H -3.244 1.548 -1.148
H -3.133 2.676 -3.152
H -2.644 4.193 -2.349
H -0.455 3.691 -2.325
H -0.681 1.960 -2.211
H 0.234 3.196 -4.404
H -1.436 3.409 -4.769
H 0.322 1.015 -4.874
H -1.091 1.398 -5.835
H -2.030 -0.329 -4.852
H -2.349 0.696 -3.493
H -0.740 -1.672 -3.669
H 0.319 -0.389 -3.176
H -2.292 -0.476 -1.718
H -1.321 -1.931 -1.542
H -1.077 0.609 -0.215
H 0.363 0.380 -1.170
H -0.551 -1.927 0.508
H 1.055 -1.503 -0.119
H 1.552 -0.107 1.550
H -1.290 0.724 1.670
H 0.673 1.732 3.724
H -0.799 2.429 3.093
H 2.119 2.558 0.281
H 0.889 4.292 2.923
H 2.265 -2.727 1.818
H 1.715 -3.325 3.347
H 0.524 -4.860 2.303
H -0.583 -3.619 1.825
H 0.050 -3.795 -0.362
H 1.742 -3.819 -0.026
H 0.769 -6.719 -3.131
H 1.868 -7.149 -1.862
H 1.540 -4.225 -2.637
H 2.517 -5.267 -3.644
H 2.959 -5.008 -1.973
H 1.318 0.019 4.207
H 1.562 -1.628 4.764
H 3.080 1.116 3.783
H 4.106 0.137 4.835
H 5.172 -0.605 2.544
H 5.708 0.877 3.313
H 4.559 0.942 1.963
```

Properties
net charge	0
SMILES	CCCCCCCCCCCCC[C@H]1[C@H](CB(O)O)C(=O)O[C@]1(CCCC(=O)OCC)COCC
frontier orbital gap	10.136	eV

Here are the Mulliken charges for atoms 1 to 8, given in e:
1 C -0.670
2 C -0.500
3 C -1.124
4 C 1.060
5 C -1.418
6 C 0.298
7 C -1.109
8 C -0.803

The following is a DFT calculation (wB97M-V/def2-TZVPD) of 20 unconnected molecules or ions with the total composition C70H120N7O54P at a distorted geometry.

```
252
C70H120N7O54P (wB97M-V/def2-TZVPD)
C -5.031 -2.892 3.956
N -5.970 -1.661 3.834
O -6.793 -1.845 2.940
O -5.923 -0.627 4.542
H -4.949 -3.058 5.030
H -4.169 -2.787 3.297
H -5.527 -3.718 3.447
C -2.230 -5.685 2.767
N -1.342 -4.554 2.585
O -0.182 -4.733 2.951
O -1.780 -3.543 2.093
H -1.894 -6.321 3.585
H -2.106 -6.234 1.834
H -3.230 -5.317 2.995
C -5.706 -3.449 -1.850
N -6.220 -1.992 -2.087
O -5.665 -1.290 -2.846
O -7.232 -1.603 -1.562
H -4.990 -3.732 -2.621
H -6.409 -4.272 -1.976
H -5.282 -3.445 -0.846
C -4.376 1.528 -7.460
N -3.799 1.029 -6.152
O -4.570 0.284 -5.500
O -2.659 1.265 -5.782
H -4.012 1.090 -8.389
H -4.253 2.611 -7.454
H -5.441 1.315 -7.363
C 4.269 3.193 -0.632
C 5.564 2.444 -0.648
C 5.439 1.028 -0.167
O 5.710 0.283 -1.287
C 6.013 1.071 -2.383
O 6.464 0.677 -3.445
O 6.006 2.363 -1.997
H 3.716 3.087 0.302
H 3.558 2.925 -1.413
H 4.352 4.277 -0.713
H 6.247 2.920 0.055
H 4.472 0.814 0.287
H 6.251 0.739 0.500
C 5.220 -2.394 1.064
C 6.286 -3.403 1.437
C 7.576 -2.927 2.015
O 7.894 -3.944 2.949
C 6.739 -4.542 3.303
O 6.738 -5.351 4.252
O 5.784 -4.181 2.523
H 5.243 -1.554 1.757
H 4.210 -2.786 1.187
H 5.394 -1.961 0.079
H 6.312 -4.203 0.697
H 7.622 -2.090 2.712
H 8.342 -2.625 1.300
C -0.283 -1.452 -4.721
C 0.359 -0.214 -5.381
C 0.127 1.197 -4.744
O 1.387 1.714 -4.683
C 2.345 0.779 -4.974
O 3.559 0.886 -4.973
O 1.720 -0.427 -5.127
H 0.231 -2.187 -5.340
H -1.349 -1.485 -4.943
H -0.057 -1.669 -3.676
H 0.133 -0.170 -6.447
H -0.356 1.056 -3.777
H -0.479 1.773 -5.442
C -3.912 4.796 5.826
C -4.878 4.426 4.752
C -5.243 2.941 4.789
O -6.587 2.957 4.530
C -7.040 4.211 4.858
O -8.189 4.441 5.136
O -6.081 5.124 4.806
H -4.198 4.464 6.824
H -3.863 5.885 5.811
H -2.909 4.402 5.662
H -4.448 4.801 3.823
H -4.892 2.515 5.729
H -4.619 2.394 4.082
C 4.743 4.365 4.737
C 4.554 3.257 3.713
C 5.635 2.299 3.919
O 5.184 1.090 3.420
C 3.940 1.096 3.496
O 3.137 0.214 3.254
O 3.514 2.326 3.951
H 5.665 4.922 4.568
H 4.664 4.126 5.798
H 4.078 5.190 4.479
H 4.370 3.714 2.740
H 5.864 2.251 4.984
H 6.536 2.583 3.374
C -2.352 10.892 -1.609
C -2.663 9.384 -1.720
C -3.943 8.937 -2.426
O -3.614 8.255 -3.555
C -2.213 8.270 -3.745
O -1.532 7.807 -4.658
O -1.634 8.783 -2.615
H -1.365 11.024 -1.166
H -3.115 11.435 -1.051
H -2.583 11.325 -2.583
H -2.482 9.036 -0.703
H -4.386 9.893 -2.706
H -4.713 8.404 -1.867
C -6.697 2.434 -2.243
C -5.428 3.323 -2.388
C -5.592 4.790 -2.728
O -5.276 5.559 -1.539
C -4.574 4.797 -0.704
O -3.917 5.104 0.337
O -4.741 3.439 -1.094
H -7.556 2.970 -1.838
H -6.317 1.615 -1.632
H -6.998 2.106 -3.238
H -4.761 2.976 -3.177
H -6.630 5.038 -2.954
H -4.932 5.069 -3.549
C 0.185 7.472 0.842
C -1.303 7.179 1.232
C -1.321 6.213 2.372
O -2.260 6.829 3.218
C -2.577 8.029 2.921
O -3.265 8.789 3.675
O -1.916 8.304 1.824
H 0.403 6.458 0.504
H 0.841 7.687 1.685
H 0.331 8.200 0.044
H -1.869 6.634 0.476
H -0.295 6.119 2.730
H -1.641 5.186 2.196
C -0.071 0.841 7.900
C 0.063 0.365 6.396
C 0.805 -0.954 6.313
O -0.227 -1.861 6.102
C -1.423 -1.269 5.993
O -2.506 -1.862 5.886
O -1.243 0.034 6.060
H -0.726 1.706 7.795
H 0.918 1.136 8.251
H -0.328 -0.003 8.541
H 0.267 1.212 5.742
H 1.312 -1.294 7.216
H 1.420 -1.064 5.420
C -1.538 -6.374 -8.014
C -0.260 -6.208 -7.169
C -0.150 -4.711 -6.711
O 0.149 -4.728 -5.339
C 0.014 -6.024 -4.868
O 0.058 -6.368 -3.694
O -0.370 -6.886 -5.906
H -2.431 -6.110 -7.448
H -1.648 -7.440 -8.215
H -1.573 -5.838 -8.962
H 0.564 -6.491 -7.825
H -1.005 -4.037 -6.749
H 0.607 -4.218 -7.320
C -0.140 -5.088 -0.849
C -1.456 -5.640 -1.457
C -1.618 -7.098 -1.164
O -3.049 -7.139 -0.833
C -3.534 -5.980 -0.612
O -4.698 -5.782 -0.182
O -2.549 -5.050 -0.938
H -0.125 -4.012 -1.026
H 0.779 -5.489 -1.276
H -0.124 -5.373 0.203
H -1.652 -5.403 -2.503
H -0.926 -7.383 -0.372
H -1.479 -7.664 -2.086
C 2.370 -4.188 4.024
C 2.138 -5.447 4.936
C 3.431 -6.165 5.162
O 3.312 -6.293 6.605
C 2.209 -5.705 7.201
O 1.867 -5.704 8.419
O 1.595 -5.098 6.202
H 2.385 -4.417 2.959
H 3.327 -3.736 4.284
H 1.599 -3.428 4.150
H 1.488 -6.192 4.477
H 4.340 -5.737 4.738
H 3.431 -7.154 4.705
C 2.459 7.360 -5.013
C 2.421 7.440 -3.448
C 3.240 6.415 -2.710
O 4.319 7.302 -2.256
C 4.012 8.620 -2.376
O 4.613 9.561 -1.901
O 2.894 8.681 -3.104
H 1.997 6.424 -5.326
H 3.410 7.218 -5.527
H 1.832 8.112 -5.494
H 1.380 7.491 -3.129
H 3.570 5.581 -3.329
H 2.745 5.901 -1.886
C 3.103 -3.202 -3.013
C 3.879 -4.269 -3.791
C 3.587 -5.834 -3.753
O 3.391 -6.047 -5.196
C 3.377 -4.927 -5.930
O 3.090 -4.802 -7.186
O 3.592 -3.899 -5.176
H 2.094 -3.161 -3.424
H 3.527 -2.199 -2.983
H 2.756 -3.547 -2.039
H 4.955 -4.150 -3.661
H 2.637 -5.954 -3.233
H 4.330 -6.473 -3.276
C 2.909 -6.933 1.455
C 1.768 -7.989 1.127
C 1.963 -9.448 1.296
O 0.717 -9.862 1.857
C 0.004 -8.761 2.281
O -0.894 -8.817 3.026
O 0.663 -7.669 1.888
H 3.839 -7.257 0.988
H 3.134 -7.019 2.518
H 2.814 -5.885 1.170
H 1.409 -7.739 0.129
H 2.736 -9.457 2.064
H 2.184 -9.877 0.318
O 1.070 2.274 0.890
P 0.037 1.270 0.371
N 0.596 -0.237 -0.062
C 0.808 -1.387 1.001
C 1.054 -0.595 -1.408
N -0.906 1.729 -1.076
C -0.857 3.199 -1.336
C -1.994 0.990 -1.565
N -1.169 0.873 1.457
C -1.052 1.219 2.840
C -2.103 -0.275 1.285
H 1.428 -2.114 0.476
H -0.087 -1.910 1.338
H 1.286 -1.121 1.943
H 0.711 0.023 -2.237
H 0.867 -1.627 -1.706
H 2.109 -0.326 -1.456
H 0.164 3.570 -1.425
H -1.392 3.593 -2.201
H -1.361 3.709 -0.515
H -2.907 1.147 -0.991
H -2.033 1.002 -2.654
H -1.728 -0.014 -1.235
H -1.985 1.506 3.325
H -0.442 0.469 3.343
H -0.436 2.119 2.864
H -1.757 -1.026 0.575
H -2.968 0.233 0.860
H -2.345 -0.990 2.071
```

Properties
net charge	0
frontier orbital gap	7.770	eV

Here are the Mulliken charges for atoms 1 to 8, given in e:
1 C -0.584
2 N 0.887
3 O -0.526
4 O -0.529
5 H 0.265
6 H 0.102
7 H 0.409
8 C -0.620

The following is a DFT calculation (wB97M-V/def2-TZVPD) of a molecular structure, C11H10IrN3O9S2.

```
36
C11H10IrN3O9S2 (wB97M-V/def2-TZVPD)
Ir -0.916 0.643 0.260
N -1.900 -0.663 1.522
C -2.084 -1.924 0.766
C -0.839 -2.217 -0.073
O -0.560 -3.360 -0.423
N -0.179 -1.091 -0.388
C 0.936 -1.173 -1.300
C 2.263 -1.275 -0.600
O 3.193 -1.961 -0.849
O 2.315 -0.344 0.482
H -1.370 -0.843 2.369
H -2.790 -0.257 1.799
H -2.911 -1.772 0.071
H -2.304 -2.779 1.405
H 0.951 -0.260 -1.900
H 0.867 -2.054 -1.937
O 1.350 3.858 -1.040
S 0.165 3.202 -0.558
O 0.047 1.823 -1.162
O -0.019 3.108 0.865
C -1.229 4.144 -1.183
C -0.876 5.309 -1.849
C -1.839 6.176 -2.344
C -3.176 5.875 -2.172
C -3.540 4.712 -1.510
C -2.590 3.831 -1.008
S -3.297 2.362 -0.223
O -2.872 1.224 -1.060
O -4.721 2.584 -0.223
O -2.691 2.234 1.114
H 0.176 5.521 -1.969
H -1.536 7.080 -2.857
H -3.944 6.539 -2.549
H -4.581 4.462 -1.368
N 4.311 -0.378 1.892
C 3.389 -0.367 1.205
```

Properties
net charge	-1
relative energy (zero: lowest compared OMol25 entry of this formula, charge and spin)	59.6	kcal/mol
<S²>	0.75
multiplicity	2
frontier orbital gap (alpha / beta)	7.743 / 7.453	eV

Here are the Mulliken charges for atoms 1 to 8, given in e:
1 Ir 0.747
2 N -0.458
3 C -0.369
4 C 0.513
5 O -0.745
6 N -0.105
7 C -0.863
8 C 0.661